<one>
{"formula": "C6H12O2", "method": "ωB97M-V/def2-TZVPD", "elements": ["C", "C", "C", "C", "C", "C", "O", "O", "H", "H", "H", "H", "H", "H", "H", "H", "H", "H", "H", "H"], "positions_angstrom": [[0.69903, 1.35318, 1.66093], [-0.22434, 0.60812, 0.64803], [-1.64390, 0.56320, 1.20534], [0.32871, -0.76339, 0.29128], [-0.16518, -1.24619, -1.08344], [0.57986, -0.60828, -2.22335], [0.32089, 0.46856, -2.69893], [1.61382, -1.35213, -2.66655], [0.62397, 2.43081, 1.52723], [0.47036, 0.99297, 2.66366], [1.73269, 1.09746, 1.42518], [-0.26033, 1.23692, -0.24428], [-1.91996, 1.50559, 1.67423], [-1.87627, -0.22866, 1.89992], [-2.37348, 0.44766, 0.38238], [1.41322, -0.84838, 0.35466], [-0.00711, -1.49731, 1.02867], [-0.05078, -2.32445, -1.16545], [-1.18647, -0.91543, -1.19528], [1.92527, -0.92024, -3.48421]], "lowdin_charge": [-0.07, -0.42, -0.08, -0.17, -0.09, -0.53, 0.10, 0.10, 0.08, 0.08, 0.07, 0.12, 0.08, 0.07, 0.08, 0.12, 0.12, 0.12, 0.12, 0.13], "orbital_gap_ev": 11.2, "charge": 0, "smiles": "CC(C)CCC(=O)O"}

<two>
{"formula": "C6H12O2", "method": "ωB97M-V/def2-TZVPD", "elements": ["C", "C", "O", "H", "H", "H", "H", "H", "H", "C", "C", "C", "C", "O", "H", "H", "H", "H", "H", "H"], "positions_angstrom": [[-0.22653, -1.18325, -2.55152], [-0.38345, 0.33282, -2.61737], [-0.37842, -1.69367, -1.23872], [0.31503, -1.30208, -0.67746], [0.74961, -1.47219, -2.96516], [-0.99637, -1.66900, -3.15613], [-1.36339, 0.63222, -2.24293], [0.38078, 0.81999, -2.00984], [-0.27840, 0.68656, -3.64440], [1.71146, 0.42953, 2.76623], [0.99801, 0.41214, 1.50614], [-0.46073, 0.76366, 1.85433], [-1.51491, 0.21987, 1.20624], [1.29132, -0.27286, 0.53676], [-0.59603, 1.69726, 2.39581], [2.65284, -0.10686, 2.80318], [0.29243, 0.17673, 3.05354], [1.67512, 1.37064, 3.30350], [-2.48623, 0.69431, 1.23460], [-1.38214, -0.53581, 0.44321]], "lowdin_charge": [-0.32, -0.09, -0.11, 0.03, 0.11, 0.11, 0.07, 0.07, 0.07, 0.04, -0.50, -0.20, 0.09, 0.05, 0.11, 0.08, 0.21, 0.07, 0.07, 0.05], "orbital_gap_ev": 9.6, "charge": 0}

Among the structures above, stability is smallest for <two>.